No. 1
41
Properties=species:S:1:pos:R:3:mulliken_charge:R:1 method="wB97M-V/def2-TZVPD" gap_ev=8.05 de_lowest_kcal_mol=106.6 homo_energy_ev=-8.21 lumo_ev=-0.16
O 1.230 4.316 2.198 -0.4712
C 0.500 -0.438 -1.625 -0.5817
O 0.234 2.765 0.855 -0.2266
H -2.995 -4.443 -1.715 0.3837
N 0.132 -2.857 -1.958 -0.6375
H -5.096 0.073 0.954 0.3247
C 0.707 3.273 -0.417 -0.7372
C 1.028 3.163 1.918 0.3279
C -4.059 0.339 0.632 -0.9613
O 2.902 -0.272 0.175 -0.5917
C -3.877 0.320 -0.965 -0.9012
C -2.294 -3.575 -1.701 -0.3111
H -3.294 -0.376 1.044 0.2854
N -2.824 -2.344 -1.488 -0.4754
C -2.343 0.063 -1.217 0.2607
H 1.645 3.865 -0.220 0.4312
S 2.655 -1.264 1.262 0.5645
C -0.846 -3.800 -1.943 -0.2233
C -1.431 1.180 -1.162 -0.4399
C 2.391 -0.339 2.786 -0.9862
H 4.953 -1.143 1.956 0.3161
C -0.435 -1.617 -1.696 0.2625
H 2.328 -1.032 3.626 0.4560
C 1.151 2.024 -1.295 -0.2232
H 1.592 -0.634 -1.794 0.3820
C -1.864 -1.344 -1.478 0.3956
H -4.521 -0.488 -1.390 0.3531
H -0.520 -4.861 -2.131 0.3544
H 4.128 -2.590 2.611 0.3852
H 2.010 1.557 -0.724 0.0757
C 4.253 -1.950 1.736 -1.0730
H -4.220 1.298 -1.389 0.3908
H 3.209 0.366 2.939 0.3478
H 1.544 2.312 -2.303 0.4023
H 1.465 2.363 2.577 0.1197
H -0.050 3.922 -0.939 0.3431
H -1.756 2.233 -0.953 0.2214
H -3.758 1.360 0.994 0.2645
C 0.042 0.910 -1.360 0.6492
H 1.452 0.207 2.696 0.1952
H 4.632 -2.544 0.905 0.3479

***

No. 2
25
Properties=species:S:1:pos:R:3:mulliken_charge:R:1 method="wB97M-V/def2-TZVPD" gap_ev=9.83 smiles=N#Cc1ccc2c(c1)CN[C@@H](CF)C2 de_lowest_kcal_mol=9.0 homo_energy_ev=-9.47 lumo_ev=0.37
C 2.022 0.229 -0.288 0.0611
H 4.068 0.893 -0.433 0.3520
H 0.208 2.158 -1.147 0.3041
C -4.446 -0.009 -0.153 -0.0698
H 1.454 -1.088 1.201 0.3020
C -3.024 -0.234 -0.085 0.4518
C -2.132 0.828 -0.173 -0.8436
N 1.556 1.425 0.287 -0.3779
C -0.752 0.595 -0.055 0.9603
H -2.463 1.852 -0.083 0.3995
C -2.539 -1.521 -0.013 -0.5163
H 1.860 0.403 -1.344 0.3392
C -0.271 -0.704 0.060 0.8398
H -0.123 2.655 0.467 0.4529
C 3.513 0.056 0.009 -0.6264
C 1.231 -0.986 0.123 -0.8508
C 0.183 1.760 -0.126 -1.4353
H -0.912 -2.803 0.362 0.3829
H 3.745 0.095 1.087 0.2702
N -5.576 0.217 -0.227 -0.4832
H -3.289 -2.311 0.019 0.4090
F 3.936 -1.130 -0.489 -0.2968
H 1.591 1.318 1.281 0.3166
H 1.374 -1.932 -0.407 0.4639
C -1.214 -1.768 0.129 -0.8053

***

No. 3
37
Properties=species:S:1:pos:R:3:mulliken_charge:R:1 method="wB97M-V/def2-TZVPD" gap_ev=10.61 total_charge=+1 de_lowest_kcal_mol=0.0 homo_energy_ev=-13.71 lumo_ev=-3.10
O -2.827 -3.351 -2.152 -0.6427
H -1.514 1.499 2.431 0.3837
H 0.089 -2.575 -2.836 0.3437
H 0.114 -1.922 -4.472 0.3835
H -1.317 -1.291 -1.052 0.3327
H 2.546 0.071 3.838 0.4479
C 0.288 0.735 1.543 0.0734
H 1.997 -1.291 2.834 0.2652
H -0.052 -0.377 3.343 0.3500
H 1.270 -1.352 -3.279 0.3889
H 2.841 -0.272 0.922 0.3766
H -2.282 -2.907 -2.809 0.3141
H 4.477 1.163 1.384 0.3626
C 0.233 -1.662 -3.420 -1.4433
H -2.376 1.013 -1.681 0.4356
C -0.806 -0.419 -1.473 -0.0106
H 1.663 1.767 0.182 0.4224
C -2.016 0.881 0.430 -0.9993
H -0.845 2.524 1.188 0.3443
C -1.516 0.860 -1.025 -0.5136
H -2.293 -0.131 0.743 0.4517
C 2.664 0.486 1.690 0.4011
H -3.371 -2.660 -1.762 0.3137
H 0.222 -0.457 -1.092 -0.0590
H -2.931 1.472 0.481 0.3580
C -0.735 -0.564 -2.990 -0.7021
H 0.253 -0.207 0.992 0.4765
N 0.615 0.298 2.970 -0.0892
H 0.558 1.128 3.563 0.4198
H -0.865 1.723 -1.205 0.3122
H -1.735 -0.768 -3.383 0.3583
H 1.648 2.366 1.838 0.3331
C 1.578 1.461 1.222 -1.0443
O 3.853 1.100 2.106 -0.5536
C -1.040 1.480 1.444 -1.0457
C 2.036 -0.210 2.920 -0.9529
H -0.426 0.386 -3.434 0.4075

***

No. 4
12
Properties=species:S:1:pos:R:3:mulliken_charge:R:1 method="wB97M-V/def2-TZVPD" gap_ev=4.55 de_lowest_kcal_mol=136.0 homo_energy_ev=-8.87 lumo_ev=-4.33
C 0.270 1.447 -0.138 -0.6761
H -0.438 1.703 0.756 0.3762
C 0.024 -0.085 -0.442 -0.2801
H -0.130 2.056 -1.013 0.3535
H 0.282 -0.744 0.435 0.0574
H 2.218 0.858 0.730 0.3592
H 0.460 -0.494 -1.379 0.4269
S -1.727 0.170 -0.878 -0.0312
C 1.776 1.665 0.169 -0.0748
O 2.488 2.582 -0.110 -0.4276
H -0.580 -2.362 -0.133 0.1388
S -0.407 -2.660 1.124 -0.2223

***

No. 5
10
Properties=species:S:1:pos:R:3:mulliken_charge:R:1 method="wB97M-V/def2-TZVPD" gap_ev="6.38 / 9.93" total_charge=+2 de_lowest_kcal_mol=92.5 homo_energy_ev="-18.22 / -20.79" multiplicity=6 lumo_ev="-11.85 / -10.85"
O -1.900 -0.460 0.424 -0.1412
H -2.562 1.457 0.562 0.3238
O 2.412 -0.138 -0.366 -0.4965
H -1.726 -2.398 -0.043 0.4983
H -0.956 1.154 -0.497 0.1983
C 3.202 0.589 0.102 0.6161
O 3.780 1.432 0.622 -0.0993
C -1.773 0.832 0.152 -0.0593
Cr 0.750 -1.048 -0.795 1.0831
C -1.228 -1.420 -0.162 0.0766

***

No. 6
71
Properties=species:S:1:pos:R:3:mulliken_charge:R:1 method="wB97M-V/def2-TZVPD" gap_ev="5.81 / 5.99" total_charge=-2 de_lowest_kcal_mol=2.2 homo_energy_ev="-0.98 / -1.16" multiplicity=2 lumo_ev="4.83 / 4.83"
H -1.283 -0.247 4.814 0.1905
H -0.172 0.923 5.538 0.4627
H 5.476 1.223 0.023 0.3380
H 1.619 3.307 -2.467 0.4164
C 1.941 -0.655 -5.676 -0.9883
H 3.862 -1.320 4.052 0.4125
H -0.637 -3.489 3.807 0.4249
N -0.371 1.300 2.364 0.2777
H -1.144 0.398 -5.301 0.2213
C 0.607 -1.015 -2.991 0.4641
C -1.564 -3.514 3.247 -0.1692
H -4.671 -4.878 3.264 0.3477
H -2.822 4.181 3.100 0.3664
O -0.712 -1.213 0.560 -0.5238
H -4.826 -3.524 1.198 0.3684
C -3.909 -3.528 1.776 -0.6087
H 2.882 -1.069 -5.302 0.3039
C 3.467 0.802 0.708 0.9047
C 0.661 -0.660 -1.812 -0.3214
Si -0.486 2.591 -1.364 -0.4436
C -1.077 -0.679 -5.478 -0.9264
C -2.015 1.837 -2.152 -0.8989
C -1.621 3.211 1.632 -0.7711
H 2.640 -2.562 3.651 0.2803
H -1.952 -1.138 -5.006 0.3021
C -2.645 -4.277 3.668 -0.6652
H -1.876 0.753 -2.208 0.2501
H 1.986 0.430 -5.544 0.2715
H 4.858 2.382 1.208 0.3924
H 1.396 -3.704 -4.755 0.2918
O 2.561 0.696 -0.168 -0.5260
H -0.365 -3.711 -4.633 0.2831
H -2.181 2.553 4.918 0.3680
H -2.865 -2.158 0.461 0.4395
C -2.824 -2.764 1.357 -0.4784
H -1.799 4.784 -1.144 0.3762
N 1.522 -1.094 1.720 0.3103
H 0.642 2.297 -3.557 0.1966
H -2.200 2.223 -3.161 0.3330
C 2.595 -0.829 2.390 1.6270
H -0.642 4.799 -2.481 0.3769
H -0.071 5.019 -0.817 0.3262
C 3.559 0.111 1.911 -1.4179
C -2.139 3.361 2.894 -0.4801
H 1.864 -0.875 -6.747 0.2689
H 4.247 2.406 -0.467 0.3162
N -0.168 1.876 0.144 0.4026
C -0.499 -1.912 1.605 0.3495
H -1.125 -0.864 -6.557 0.2986
C -3.826 -4.285 2.934 -0.3304
C -0.719 2.127 1.333 0.2505
Co 0.850 -0.184 0.089 -0.1893
H 1.578 1.541 -2.256 0.1220
H 0.372 -0.150 4.211 -0.2578
C 2.837 -1.493 3.719 -1.3773
C -1.785 2.472 3.912 -0.7942
H 4.410 0.317 2.548 0.2003
C -0.460 0.442 4.600 -0.8066
C 0.983 2.415 -2.520 -0.7345
C -0.791 4.478 -1.442 -1.4133
N 0.597 -1.973 2.304 -0.4572
C -1.646 -2.753 2.087 0.2898
C 0.485 -3.215 -5.110 -1.0395
H -1.890 3.903 0.854 0.1757
H -2.898 2.040 -1.535 0.3035
H 0.410 -3.366 -6.193 0.2482
Si 0.494 -1.374 -4.716 -0.0716
C -0.888 1.461 3.569 0.6214
H -2.570 -4.862 4.578 0.3530
H 2.148 -1.092 4.465 0.2312
C 4.584 1.767 0.348 -1.6650

***

No. 7
87
Properties=species:S:1:pos:R:3:mulliken_charge:R:1 method="wB97M-V/def2-TZVPD" gap_ev=6.77 total_charge=+1 homo_energy_ev=-10.10 lumo_ev=-3.33
H -3.874 0.285 0.582 0.3002
H 0.499 2.609 -2.708 0.1622
N 0.325 -0.076 -5.580 -0.3916
H 5.658 0.270 -2.577 0.5102
H -0.421 1.984 5.155 0.5276
C 4.781 0.076 0.668 -0.7795
H 2.724 3.065 -1.016 0.3942
C -3.005 -1.716 0.388 2.0892
H -4.421 -3.356 0.513 0.5346
H 1.939 -2.107 -1.047 0.0897
H -4.284 -0.805 1.921 0.3791
C 3.702 0.607 -1.791 0.2992
C -4.111 -0.752 0.844 -2.0090
H -3.941 -1.982 -1.555 0.5734
C -2.987 -1.640 -1.143 -1.6166
C 2.237 3.194 -1.977 -0.8038
C -1.938 2.453 0.995 -0.5522
C -3.029 3.233 1.339 -0.7832
H -5.048 -1.019 0.350 0.4860
H -2.748 -3.902 0.580 0.2243
H -1.732 1.469 4.098 0.2088
C -0.671 1.731 4.123 -1.7460
C 0.339 -2.978 0.192 1.0689
H -3.146 3.561 2.363 0.5484
H 0.564 -0.142 5.680 0.4899
H 0.780 -1.384 4.430 0.2938
H -0.093 0.481 -6.307 0.2584
H 6.642 -0.279 -0.354 0.4390
S 0.385 -1.100 -3.152 -0.6230
C -1.660 -1.294 0.982 1.1437
H 2.430 -2.435 0.624 0.2715
C 0.218 0.573 3.651 1.8164
C 3.078 2.643 -3.113 -0.7961
C -2.578 2.373 -1.200 1.0283
H 2.202 0.669 -3.306 -0.9719
C -2.241 2.004 -2.572 -1.3100
H 2.798 0.461 1.330 0.3037
H -2.197 -2.225 -1.594 0.0670
C 3.447 0.374 0.478 -0.8298
H 1.949 1.589 4.456 0.5213
H 2.035 4.255 -2.115 0.3713
H 3.835 0.790 -3.905 0.6471
H -2.858 -0.599 -1.464 0.3394
H -0.516 2.638 3.533 0.4433
H -2.462 0.066 2.515 0.3155
H -1.221 2.160 1.741 0.6351
H -4.821 4.152 0.588 0.4439
N -1.233 1.260 -2.782 1.4133
H -3.463 -3.114 1.980 0.3274
H 0.804 -4.822 1.263 0.4760
C 3.174 1.111 -3.101 0.4180
H -1.338 -4.029 -0.760 0.2207
H 0.783 -0.934 -5.828 0.2286
C -3.424 -3.109 0.888 -1.7960
C -0.124 0.081 -4.320 0.5975
N -0.884 1.126 -4.097 -1.5463
H 4.071 3.092 -3.045 0.4048
C 1.813 -2.791 -0.200 -1.4757
C -0.299 -1.611 0.589 0.6492
N 2.880 0.590 -0.719 1.2628
H 5.157 -0.086 1.669 0.5645
H 0.242 -4.722 -1.047 0.5750
H -0.847 -0.871 4.890 0.3535
H 2.356 0.264 3.375 0.3542
C -0.261 -0.086 2.367 -0.1595
C 1.653 1.084 3.534 -1.7950
C 5.047 0.278 -1.682 -0.8015
N -1.712 2.001 -0.238 0.8018
O 0.982 2.490 -1.878 -0.4356
H 2.657 2.959 -4.072 0.4001
C -3.705 3.132 -0.940 -1.0756
H -0.240 -3.268 -1.904 0.1421
C -0.300 -3.778 -0.945 -1.7578
H -2.809 2.413 -3.402 0.4283
C 0.302 -3.867 1.449 -1.6306
C 0.177 -0.525 4.731 -1.7298
H 1.753 1.804 2.717 0.2518
Y 0.147 0.368 -0.882 0.5634
C 5.596 -0.015 -0.447 -0.8400
H 1.576 -0.973 1.580 1.8492
C -1.598 -0.376 2.034 -0.8515
C 0.523 -0.794 1.455 -1.2882
C -3.944 3.561 0.357 -0.6654
H -4.375 3.386 -1.750 0.5244
H -0.728 -4.076 1.747 0.2276
H 2.227 -3.750 -0.517 0.5642
H 0.800 -3.374 2.288 0.2385

***

no.,energy (eV),strongest force on any atom (eV/Å)
1,-35834.3952,3.89
2,-17282.6511,1.94
3,-16338.2236,0.31
4,-26920.5439,3.27
5,-37699.6852,4.18
6,-90986.5113,0.62
7,-55321.5856,0.61